# 1
DFT (ωB97M-V/def2-TZVPD) results for a cluster of 8 separate species, C13H41N15O9 in total.

Highest occupied orbital energy   -9.4 eV
E_LUMO   0.637 eV
SMILES   CCCCCNC(=O)O.NC(N)=O.NC(N)=O.NC(N)=O.NC(N)=O.NC(N)=O.NC(N)=O.NC(N)=O
Gap between HOMO and LUMO   10.085 eV

Geometry (Å):
C 1.810 0.017 -0.627
C 1.819 0.906 -1.871
C 0.549 1.754 -2.103
C -0.328 1.973 -0.883
C -1.302 0.886 -0.563
N -2.266 0.725 -1.718
C -3.345 -0.039 -1.424
O -3.685 -1.028 -2.001
O -4.092 0.437 -0.389
H 1.252 -0.884 -0.812
H 1.508 0.504 0.281
H 2.820 -0.302 -0.467
H 2.666 1.552 -1.862
H 1.915 0.242 -2.703
H -0.043 1.397 -2.930
H 0.888 2.722 -2.404
H -0.920 2.853 -1.064
H 0.293 2.207 -0.044
H -1.868 1.157 0.299
H -0.824 -0.063 -0.410
H -1.800 0.217 -2.451
H -4.638 1.144 -0.734
N 1.703 -4.229 -1.984
C 2.869 -3.770 -1.450
N 3.492 -4.627 -0.570
O 3.332 -2.678 -1.727
H 1.312 -5.124 -1.764
H 1.221 -3.631 -2.638
H 4.350 -4.317 -0.159
H 3.130 -5.528 -0.326
N 1.974 1.118 -6.214
C 2.839 1.874 -5.464
N 3.961 2.309 -6.125
O 2.627 2.134 -4.298
H 2.130 0.886 -7.175
H 1.151 0.776 -5.756
H 4.612 2.861 -5.602
H 4.156 2.102 -7.085
N -1.127 2.603 4.410
C -0.985 1.520 3.584
N -1.536 0.371 4.081
O -0.417 1.582 2.507
H -1.599 2.557 5.297
H -0.745 3.473 4.095
H -1.466 -0.464 3.532
H -1.999 0.338 4.978
N -3.141 -2.503 -4.278
C -2.225 -2.718 -5.253
N -2.726 -2.943 -6.510
O -1.023 -2.709 -5.039
H -4.129 -2.502 -4.442
H -2.814 -2.326 -3.348
H -2.065 -3.103 -7.246
H -3.704 -2.955 -6.721
N -6.343 -1.037 2.980
C -5.180 -0.569 3.543
N -4.154 -0.372 2.664
O -5.080 -0.351 4.737
H -6.447 -1.224 2.002
H -7.118 -1.194 3.594
H -3.287 -0.027 3.038
H -4.224 -0.541 1.677
N 5.496 0.917 -0.277
C 5.149 1.956 0.545
N 5.912 2.077 1.684
O 4.235 2.713 0.290
H 6.242 0.279 -0.082
H 4.958 0.798 -1.116
H 5.683 2.825 2.309
H 6.668 1.463 1.913
N -1.189 -0.573 8.667
C -1.171 0.620 8.000
N 0.007 1.312 8.063
O -2.144 1.034 7.391
H -0.406 -0.936 9.175
H -2.041 -1.100 8.637
H 0.052 2.190 7.582
H 0.815 0.987 8.557

***

# 2
DFT (ωB97M-V/def2-TZVPD) results for a structure of composition C13H43BrIN15O8Sb.

Total charge   -1
Highest occupied orbital energy   -4.2 eV
E_LUMO   1.593 eV
Gap between HOMO and LUMO   5.832 eV

Geometry (Å):
C 0.824 -2.682 3.552
Sb 0.603 -0.950 2.200
N 0.552 0.784 0.996
C -0.110 -2.187 0.544
C -1.535 -2.677 0.762
C -2.567 -1.549 0.823
Br -3.477 -1.316 -0.914
C 2.866 -1.250 1.592
C 3.264 -1.170 0.212
O 3.571 -0.268 -0.499
I 3.369 -3.168 -0.809
H 0.160 -2.517 4.403
H 0.578 -3.629 3.065
H 1.856 -2.731 3.907
H 1.254 0.099 3.458
H -1.023 -0.693 2.813
H -0.029 0.661 0.171
H 0.106 1.492 1.574
H 0.578 -3.032 0.496
H -0.035 -1.663 -0.415
H -1.821 -3.356 -0.048
H -1.613 -3.270 1.680
H -3.372 -1.719 1.529
H -2.129 -0.574 1.019
H 3.179 -2.189 2.038
H 3.304 -0.389 2.103
C -2.629 3.121 3.049
O -2.539 1.916 2.930
N -1.715 3.978 2.481
N -3.651 3.726 3.732
H -1.762 4.974 2.572
H -0.955 3.562 1.974
H -4.337 3.127 4.162
H -3.755 4.720 3.795
C -7.245 2.107 4.361
O -6.276 2.090 5.105
N -8.432 2.683 4.703
N -7.198 1.524 3.124
H -9.240 2.657 4.110
H -8.535 3.092 5.615
H -6.330 1.095 2.854
H -7.968 1.521 2.484
C -11.083 1.965 6.989
O -10.408 2.974 6.872
N -12.451 1.997 6.974
N -10.518 0.732 7.134
H -13.021 1.179 7.069
H -12.886 2.894 6.874
H -9.515 0.685 7.122
H -11.049 -0.113 7.224
C 5.623 -1.924 -3.930
O 5.021 -2.978 -4.066
N 5.213 -0.956 -3.055
N 6.756 -1.601 -4.626
H 5.723 -0.102 -2.933
H 4.422 -1.147 -2.462
H 7.098 -2.271 -5.286
H 7.232 -0.727 -4.484
C 8.691 2.063 -3.906
O 8.225 0.997 -4.284
N 8.165 2.731 -2.833
N 9.740 2.661 -4.527
H 8.530 3.602 -2.498
H 7.392 2.307 -2.356
H 10.129 2.234 -5.355
H 10.094 3.555 -4.244
C 10.106 2.485 -8.459
O 10.577 2.285 -7.351
N 10.867 2.426 -9.592
N 8.786 2.774 -8.639
H 10.496 2.572 -10.512
H 11.837 2.199 -9.481
H 8.204 2.778 -7.821
H 8.370 2.917 -9.539
C -4.062 -5.623 -1.746
O -4.438 -5.537 -0.592
N -4.051 -6.831 -2.410
N -3.628 -4.563 -2.485
H -3.724 -6.940 -3.350
H -4.346 -7.636 -1.891
H -3.574 -3.651 -2.058
H -3.338 -4.664 -3.438

***

# 3
DFT (ωB97M-V/def2-TZVPD) results for a cluster of 10 separate species, C13H43N19O9 in total.

Highest occupied orbital energy   -8.1 eV
E_LUMO   0.300 eV
SMILES   NC(N)=O.NC(N)=O.NC(N)=O.NC(N)=O.NC(N)=O.NC(N)=O.NC(N)=O.NC(N)=O.NC(N)=O.CCCC#N
Gap between HOMO and LUMO   8.394 eV

Geometry (Å):
N 14.992 11.851 8.098
C 15.632 12.989 7.985
N 15.116 13.786 7.107
O 16.588 13.084 8.668
H 15.071 11.319 8.954
H 14.201 11.494 7.581
H 14.472 13.324 6.481
H 15.498 14.705 6.939
N 11.378 7.964 8.699
C 11.050 8.228 7.488
N 11.349 7.267 6.686
O 10.723 9.365 7.203
H 11.173 8.614 9.444
H 11.910 7.158 8.996
H 11.533 6.295 6.889
H 11.383 7.498 5.703
N 19.365 8.750 11.322
C 20.355 8.082 10.910
N 20.657 7.077 11.651
O 20.844 8.285 9.783
H 18.982 8.627 12.248
H 18.931 9.367 10.650
H 20.036 6.976 12.440
H 21.602 6.724 11.705
N 8.050 9.530 11.755
C 8.848 10.056 10.761
N 8.575 9.577 9.621
O 9.684 10.979 10.879
H 8.368 9.773 12.683
H 7.201 9.007 11.599
H 9.154 9.823 8.831
H 8.041 8.723 9.540
N 12.527 12.817 16.581
C 13.064 12.427 15.461
N 13.825 13.331 15.088
O 12.920 11.347 14.960
H 11.742 12.245 16.855
H 12.740 13.711 17.000
H 13.981 14.171 15.626
H 14.137 13.177 14.140
N 17.930 7.978 7.331
C 16.865 7.937 8.089
N 16.221 6.810 7.996
O 16.451 8.877 8.739
H 18.451 7.245 6.870
H 18.305 8.908 7.216
H 15.356 6.691 8.504
H 16.652 6.055 7.482
N 11.565 8.757 15.145
C 12.568 7.991 15.240
N 13.677 8.515 15.509
O 12.521 6.760 15.077
H 11.666 9.761 15.182
H 10.653 8.326 15.086
H 14.464 7.890 15.399
H 13.863 9.504 15.592
N 12.885 13.738 11.189
C 13.906 14.293 11.762
N 14.109 15.469 11.272
O 14.655 13.726 12.503
H 12.667 14.081 10.265
H 12.725 12.749 11.317
H 13.269 15.969 11.021
H 14.805 16.077 11.681
N 17.884 7.175 15.812
C 18.963 6.604 15.284
N 19.436 5.875 16.202
O 19.381 6.807 14.098
H 17.564 6.905 16.731
H 17.441 7.849 15.204
H 20.289 5.359 16.043
H 18.993 5.853 17.110
C 12.907 10.160 12.020
C 14.093 10.175 10.995
C 15.523 10.314 11.753
C 15.985 9.352 12.683
N 16.394 8.576 13.395
H 12.733 11.123 12.499
H 13.128 9.407 12.776
H 12.028 9.716 11.554
H 14.138 11.070 10.374
H 14.002 9.303 10.347
H 15.486 11.316 12.183
H 16.334 10.467 11.040

***

# 4
DFT (ωB97M-V/def2-TZVPD) results for a structure of composition C13H47N19O14SV.

Total charge   +1
Highest occupied orbital energy (alpha / beta)   -11.4 / -11.4 eV
E_LUMO (alpha / beta)   -3.342 / -2.889 eV
Gap between HOMO and LUMO (alpha / beta)   8.077 / 8.530 eV
2S+1   3
⟨S²⟩   2.009

Geometry (Å):
V 0.187 0.132 -1.523
S -0.238 -0.351 1.125
O 0.616 0.040 2.218
O -1.404 -1.114 1.506
O -0.560 0.791 0.205
O 0.471 -1.096 0.039
C 1.727 2.577 -5.100
C 1.669 2.133 -3.656
C 0.966 3.185 -2.786
O 0.602 2.579 -1.575
C 0.116 3.541 -0.652
N 0.947 0.807 -3.546
H 2.008 1.724 -5.739
H 2.571 3.245 -5.276
H 0.813 2.907 -5.594
H 2.666 2.002 -3.242
H 0.113 3.577 -3.352
H 1.665 4.007 -2.602
H -0.523 3.127 0.119
H -0.531 4.266 -1.159
H 0.962 4.091 -0.234
H 1.648 0.213 -3.990
H 0.263 0.819 -4.305
C 1.395 -2.746 -2.335
O 0.836 -1.641 -2.486
N 1.608 -3.617 -3.352
N 1.769 -3.170 -1.113
H 2.146 -4.449 -3.185
H 1.067 -3.615 -4.198
H 1.365 -2.668 -0.330
H 2.231 -4.056 -1.031
C 3.403 -2.152 2.772
O 4.196 -3.044 2.995
N 3.689 -1.015 2.048
N 2.163 -2.120 3.358
H 2.964 -0.331 1.937
H 4.648 -0.937 1.772
H 1.790 -2.753 4.040
H 1.600 -1.299 3.178
C 1.986 2.560 4.652
O 2.223 3.681 5.074
N 1.983 2.277 3.321
N 1.674 1.535 5.497
H 1.604 1.423 2.935
H 2.294 2.985 2.686
H 1.482 1.792 6.448
H 1.272 0.716 5.075
C 3.454 0.548 -1.046
O 2.245 0.547 -1.297
N 4.344 -0.224 -1.731
N 4.007 1.515 -0.280
H 3.925 -0.730 -2.489
H 5.317 -0.090 -1.531
H 3.430 2.098 0.297
H 5.007 1.604 -0.287
C -2.643 -0.896 5.217
O -3.447 -1.034 6.109
N -1.723 0.124 5.131
N -2.607 -1.735 4.119
H -1.226 0.294 4.276
H -1.732 0.844 5.831
H -1.996 -1.560 3.343
H -3.166 -2.558 4.259
C -2.562 2.292 -2.659
O -1.571 1.619 -2.341
N -3.458 2.707 -1.745
N -2.745 2.719 -3.933
H -3.337 2.412 -0.789
H -4.183 3.355 -1.990
H -3.644 3.107 -4.162
H -2.113 2.482 -4.671
C -0.914 -4.517 0.780
O -0.905 -5.576 0.189
N -1.985 -3.653 0.753
N 0.081 -4.047 1.596
H -2.667 -3.894 0.059
H -2.044 -2.760 1.237
H 0.047 -3.159 2.062
H 0.845 -4.661 1.816
C -2.433 -1.765 -2.206
O -1.680 -0.855 -1.854
N -2.039 -2.780 -3.016
N -3.641 -1.920 -1.616
H -2.717 -3.399 -3.420
H -1.108 -2.667 -3.373
H -3.891 -1.169 -0.991
H -4.129 -2.788 -1.730
C -3.955 1.481 1.289
O -4.873 2.221 0.954
N -2.666 1.946 1.413
N -4.148 0.181 1.609
H -1.821 1.441 1.129
H -2.660 2.953 1.439
H -5.056 -0.191 1.821
H -3.357 -0.416 1.792

***

# 5
DFT (ωB97M-V/def2-TZVPD) results for a cluster of 10 separate species, C13H47NO10 in total.

Highest occupied orbital energy   -9.1 eV
E_LUMO   0.539 eV
SMILES   COC[C@H](C)N.CO.CO.CO.CO.CO.CO.CO.CO.CO
Gap between HOMO and LUMO   9.622 eV

Geometry (Å):
C -3.343 -2.131 -2.707
O -2.571 -1.010 -2.474
C -3.434 0.051 -2.175
C -3.599 0.309 -0.706
C -4.643 1.469 -0.519
N -2.303 0.598 -0.121
H -3.922 -1.972 -3.633
H -4.030 -2.352 -1.896
H -2.730 -2.989 -2.923
H -3.010 0.964 -2.661
H -4.365 -0.041 -2.712
H -4.025 -0.569 -0.210
H -4.690 1.717 0.534
H -5.632 1.238 -0.912
H -4.347 2.345 -1.097
H -1.827 1.405 -0.559
H -1.726 -0.215 -0.157
C 0.667 0.740 1.148
O 0.509 -0.368 0.297
H 0.137 0.513 2.089
H 1.720 1.018 1.430
H 0.184 1.655 0.819
H 0.756 -0.158 -0.640
C -1.584 -2.827 0.419
O -2.443 -3.924 0.698
H -1.847 -2.343 -0.556
H -1.653 -2.074 1.222
H -0.574 -3.181 0.321
H -3.211 -3.611 1.195
C 3.617 0.212 -2.241
O 3.111 1.197 -3.139
H 2.935 0.053 -1.398
H 3.624 -0.747 -2.803
H 4.638 0.385 -1.952
H 3.903 1.468 -3.601
C 0.078 0.109 -3.620
O 0.064 -0.665 -2.465
H 1.077 0.196 -4.058
H -0.440 -0.389 -4.435
H -0.388 1.062 -3.363
H -0.867 -0.833 -2.228
C 0.603 -2.124 3.543
O 1.315 -2.740 4.571
H -0.366 -2.599 3.368
H 0.328 -1.067 3.722
H 1.185 -2.229 2.623
H 1.123 -3.657 4.390
C 3.039 0.496 3.899
O 4.279 1.040 3.732
H 2.310 1.296 3.917
H 2.829 -0.189 3.055
H 2.986 -0.138 4.755
H 4.194 1.763 3.105
C 1.346 3.876 -1.048
O 0.742 2.649 -1.540
H 1.211 3.817 0.024
H 2.402 3.811 -1.255
H 0.853 4.728 -1.434
H 0.981 2.528 -2.485
C -0.447 3.259 2.849
O 0.743 3.864 2.345
H -1.085 3.994 3.294
H -1.112 2.901 2.039
H -0.228 2.407 3.506
H 0.596 4.810 2.183
C 2.443 -2.872 -0.231
O 3.443 -3.725 -0.804
H 1.618 -3.483 0.121
H 2.876 -2.349 0.615
H 1.966 -2.224 -0.957
H 4.007 -4.146 -0.115

***

# 6
DFT (ωB97M-V/def2-TZVPD) results for a structure of composition C13H50N6O12.

Highest occupied orbital energy   -7.3 eV
E_LUMO   -0.078 eV
Gap between HOMO and LUMO   7.215 eV

Geometry (Å):
C -3.182 -0.742 0.829
O -3.598 -1.685 -0.195
H -3.622 -0.933 1.808
H -2.099 -0.633 0.903
H -3.583 0.231 0.546
H -3.224 -2.537 0.038
C 3.851 -2.075 -1.628
O 2.906 -1.182 -1.191
H 4.151 -1.969 -2.671
H 4.642 -2.088 -0.878
H 3.424 -3.078 -1.643
H 2.992 -0.369 -1.695
C 2.383 0.287 1.925
O 1.656 0.391 3.129
H 1.670 0.030 1.141
H 2.702 1.321 1.793
H 3.158 -0.480 1.905
H 2.277 0.597 3.831
C 0.993 -2.353 2.868
O 0.968 -2.243 1.466
H 1.527 -1.468 3.214
H 0.000 -2.505 3.291
H 1.633 -3.175 3.191
H 0.488 -1.475 1.148
C 2.179 -0.293 -3.219
O 3.167 0.626 -2.782
H 2.524 -1.182 -3.747
H 1.578 -0.628 -2.374
H 1.449 0.175 -3.879
H 3.657 0.836 -3.581
C -0.202 0.241 4.578
O -0.273 -0.210 3.258
H 0.312 -0.505 5.185
H 0.197 1.240 4.752
H -1.158 0.230 5.101
H 0.543 -0.061 2.775
C -0.719 2.433 0.960
O -0.301 1.386 1.880
H -0.744 2.203 -0.105
H -1.794 2.548 1.095
H -0.303 3.422 1.151
H 0.469 1.748 2.324
C -0.679 0.678 -3.323
O 0.415 1.592 -3.163
H -0.286 -0.328 -3.470
H -1.223 0.773 -2.383
H -1.376 0.970 -4.108
H 0.858 1.653 -4.013
C -3.241 0.939 -1.748
O -2.571 1.455 -0.894
N -3.490 1.450 -2.942
N -3.927 -0.106 -1.539
H -3.026 2.302 -3.221
H -4.010 0.921 -3.627
H -3.782 -0.540 -0.638
H -4.404 -0.500 -2.337
C -1.937 -3.378 1.122
O -2.911 -3.301 0.399
N -1.181 -4.392 1.425
N -1.524 -2.358 1.757
H -1.229 -5.304 0.993
H -0.588 -4.169 2.211
H -0.715 -2.428 2.357
H -2.002 -1.502 1.512
C 0.682 3.830 -1.426
O -0.496 4.109 -1.414
N 1.604 4.514 -0.794
N 1.174 2.715 -1.830
H 2.471 4.001 -0.726
H 1.413 5.368 -0.289
H 0.648 2.014 -2.331
H 2.176 2.634 -1.729
C 0.778 0.174 -0.584
C -0.568 -0.206 -0.043
O -0.474 -0.593 1.294
H 1.174 0.926 0.099
H 0.662 0.860 -1.424
H 1.512 -0.607 -0.784
H -0.920 -1.068 -0.610
H -1.277 0.620 -0.098
H -0.426 0.208 1.823